{
  "formula": "C17H20ClN4O6P",
  "method": "ωB97M-V/def2-TZVPD",
  "species": ["N", "C", "C", "N", "C", "O", "C", "P", "O", "C", "Cl", "H", "H", "H", "H", "H", "H", "H", "H", "H", "H", "O", "N", "O", "C", "C", "C", "C", "C", "C", "H", "H", "H", "H", "H", "O", "N", "O", "C", "C", "C", "C", "C", "C", "H", "H", "H", "H", "H"],
  "xyz": [[5.7535, -1.9539, 1.5516], [5.1015, -0.6556, 1.3282], [3.5675, -0.7432, 1.3740], [2.9754, -0.2879, 2.6435], [1.6802, 0.2312, 2.3610], [0.9922, 0.8852, 3.1116], [1.3500, -0.1514, 0.8992], [0.6584, -1.8631, 0.9842], [-0.7800, -1.8675, 1.3409], [2.7598, 0.0247, 0.3391], [2.9949, -0.3383, -1.3598], [5.5683, -2.5502, 0.7545], [5.3144, -2.4096, 2.3419], [5.4545, 0.0006, 2.1180], [5.4137, -0.3233, 0.3459], [3.3640, -1.7939, 1.1620], [3.5234, 0.5220, 2.9263], [0.5859, 0.4708, 0.4505], [0.9467, -2.5195, -0.2250], [1.4146, -2.5026, 1.9855], [2.9717, 1.0846, 0.4877], [-4.1077, 4.7534, 3.2054], [-4.7499, 3.7253, 3.1428], [-5.9571, 3.6642, 3.2533], [-4.0171, 2.4721, 2.9183], [-2.6374, 2.5074, 2.8205], [-1.9538, 1.3171, 2.6275], [-2.6460, 0.1176, 2.5349], [-4.0333, 0.1039, 2.6243], [-4.7274, 1.2877, 2.8181], [-2.1028, 3.4427, 2.8933], [-0.8710, 1.2892, 2.5415], [-2.0639, -0.7931, 2.3917], [-4.5738, -0.8298, 2.5482], [-5.8044, 1.2849, 2.8924], [0.4933, -2.2475, -2.5176], [0.8279, -1.6782, -3.5372], [1.9622, -1.6493, -3.9639], [-0.2113, -0.9687, -4.2940], [-1.5042, -0.9537, -3.8043], [-2.4768, -0.2653, -4.5098], [-2.1480, 0.3910, -5.6884], [-0.8454, 0.3571, -6.1681], [0.1346, -0.3264, -5.4682], [-1.7541, -1.4658, -2.8872], [-3.4913, -0.2388, -4.1382], [-2.9094, 0.9317, -6.2342], [-0.5920, 0.8666, -7.0871], [1.1496, -0.3540, -5.8345]],
  "lumo_ev": -0.9,
  "smiles": "NC[C@H]1NC(=O)[C@H]([PH2]=O)[C@@H]1Cl.O=[N+]([O-])c1ccccc1.O=[N+]([O-])c1ccccc1",
  "energy_ha": -2131.63350,
  "mol_weight_g_mol": 442.8,
  "gap_ev": 8.6
}

{
  "formula": "C8H19N",
  "method": "ωB97M-V/def2-TZVPD",
  "species": ["C", "C", "C", "C", "C", "C", "C", "H", "H", "H", "H", "H", "H", "H", "H", "H", "H", "H", "H", "H", "H", "H", "H", "C", "N", "H", "H", "H"],
  "xyz": [[1.2883, 1.0933, 0.5986], [-1.0689, 0.1311, -0.7221], [0.5868, 1.3855, 1.8871], [2.0273, -0.0730, 0.4493], [1.3467, 2.1957, -0.4077], [-0.5060, -0.4850, -1.9960], [-2.5048, -0.3112, -0.4401], [-1.0565, 1.2162, -0.8091], [2.1722, 2.8693, -0.1492], [1.2172, 2.0410, 2.5010], [0.3896, 0.4674, 2.4351], [-0.3639, 1.8906, 1.7110], [2.6485, -0.1381, -0.4369], [1.0477, -1.2169, 0.8774], [2.5802, -0.4159, 1.3184], [0.4375, 2.7963, -0.4045], [1.5341, 1.8251, -1.4142], [-0.4838, -1.5716, -1.9209], [-1.1173, -0.2323, -2.8640], [0.5038, -0.1318, -2.2005], [-2.5398, -1.3898, -0.2898], [-3.1684, -0.0335, -1.2619], [-2.8775, 0.1597, 0.4693], [-0.3636, -2.9507, 0.7170], [-0.0528, -1.8462, 1.2088], [-0.5088, -0.3437, 0.1769], [-0.1435, -3.3051, -0.3017], [-1.0242, -3.6262, 1.2686]],
  "lumo_ev": 0.6,
  "energy_ha": -370.81857,
  "mol_weight_g_mol": 129.2,
  "e_above_lowest_kj_mol": 403.60,
  "gap_ev": 8.4
}

{
  "formula": "C3H16NO4",
  "method": "ωB97M-V/def2-TZVPD",
  "species": ["C", "C", "C", "N", "H", "H", "H", "H", "H", "H", "H", "H", "H", "H", "O", "H", "H", "O", "H", "H", "O", "H", "H", "O"],
  "xyz": [[1.1770, -2.9066, -1.0567], [0.4826, -1.8296, -0.3797], [0.2467, -0.5413, -0.8615], [-0.5362, 0.2915, -0.0066], [2.2584, -2.6786, -1.0267], [0.9943, -3.8473, -0.5305], [0.8289, -3.1564, -2.0638], [0.2228, -1.9650, 0.6452], [0.3862, -0.1189, -1.8352], [-1.3581, 0.6751, -0.5366], [-0.7398, -0.0591, 0.9696], [0.0441, 1.1995, 0.0634], [3.3844, 0.1261, 1.4482], [2.3196, 1.1258, 1.9802], [2.4610, 0.2118, 1.7133], [-1.0893, 0.2316, 3.4582], [-1.0181, -1.1541, 2.8282], [-0.8976, -0.2134, 2.6220], [-2.4665, 2.2104, -2.2013], [-3.5695, 1.5929, -1.4434], [-2.6082, 1.7063, -1.3867], [-0.8420, 3.2446, -0.4176], [0.5042, 3.2091, -1.1796], [-0.1849, 2.6455, -0.8021]],
  "lumo_ev": [-8.7, -12.4],
  "spin_multiplicity": 2,
  "energy_ha": -478.89715,
  "mol_weight_g_mol": 130.2,
  "charge": 2,
  "e_above_lowest_kj_mol": 0.00,
  "gap_ev": [9.7, 5.9]
}